[1]
Molecular formula: C64H176N16O16
Method: DFT, ωB97M-V/def2-TZVPD

Results
Lowest unoccupied orbital energy, eV: 0.39
Net charge: 0

Positions of all 272 atoms, in Å:
C 3.864 -5.911 13.104
C 4.125 -7.190 12.219
C 3.075 -7.409 11.052
O 1.838 -7.430 11.655
C 0.795 -7.485 10.699
N 5.453 -7.264 11.607
H 4.651 -5.901 13.858
H 2.890 -5.982 13.588
H 4.068 -5.012 12.522
H 4.082 -8.019 12.925
H 3.185 -8.310 10.449
H 3.084 -6.605 10.317
H -0.096 -7.352 11.312
H 0.742 -8.476 10.248
H 0.841 -6.644 10.006
H 5.512 -6.425 11.047
H 6.237 -7.082 12.218
C 5.227 -13.106 13.550
C 5.419 -11.554 13.639
C 6.095 -11.228 15.012
O 5.303 -11.575 16.150
C 4.268 -10.675 16.468
N 6.207 -11.187 12.428
H 6.207 -13.541 13.351
H 4.638 -13.401 12.681
H 4.880 -13.662 14.421
H 4.452 -11.080 13.469
H 6.415 -10.187 15.041
H 7.009 -11.819 15.074
H 3.541 -10.642 15.656
H 4.540 -9.649 16.715
H 3.765 -11.097 17.338
H 6.110 -10.182 12.401
H 5.609 -11.380 11.637
C 6.762 -17.688 5.800
C 6.017 -17.177 6.961
C 4.734 -16.528 6.505
O 4.962 -15.416 5.634
C 3.801 -14.668 5.173
N 5.793 -18.335 7.924
H 6.956 -16.910 5.061
H 6.304 -18.497 5.230
H 7.731 -17.941 6.229
H 6.609 -16.402 7.448
H 4.197 -16.209 7.398
H 4.205 -17.264 5.899
H 3.016 -14.594 5.926
H 3.445 -15.146 4.260
H 4.150 -13.688 4.850
H 6.633 -18.888 7.833
H 5.723 -17.924 8.844
C -2.556 -13.810 11.287
C -3.381 -14.841 10.503
C -4.483 -14.252 9.584
O -5.657 -13.895 10.366
C -6.708 -13.521 9.560
N -2.424 -15.543 9.679
H -2.151 -13.034 10.637
H -1.794 -14.295 11.897
H -3.245 -13.469 12.061
H -3.911 -15.528 11.163
H -4.718 -15.000 8.828
H -4.084 -13.381 9.064
H -7.574 -13.394 10.210
H -6.924 -14.301 8.829
H -6.482 -12.649 8.947
H -2.826 -16.079 8.924
H -1.851 -16.182 10.212
C 6.533 -18.553 12.083
C 5.497 -17.504 11.723
C 5.421 -16.416 12.823
O 5.124 -16.838 14.131
C 3.850 -17.530 14.200
N 6.055 -16.967 10.467
H 6.714 -19.301 11.311
H 6.158 -19.180 12.891
H 7.470 -18.109 12.421
H 4.504 -17.923 11.558
H 4.707 -15.655 12.506
H 6.412 -15.997 12.996
H 3.695 -18.325 13.470
H 3.032 -16.816 14.112
H 3.881 -17.962 15.201
H 6.971 -16.616 10.705
H 5.564 -16.128 10.194
C 5.847 -13.276 9.349
C 4.506 -12.545 9.075
C 3.269 -13.460 9.221
O 2.005 -12.703 9.055
C 0.857 -13.486 9.128
N 4.484 -11.359 9.934
H 6.700 -12.603 9.270
H 6.091 -14.045 8.616
H 5.825 -13.769 10.321
H 4.485 -12.126 8.069
H 3.272 -13.776 10.264
H 3.318 -14.354 8.598
H 0.915 -14.344 8.458
H 0.017 -12.839 8.877
H 0.633 -13.931 10.097
H 3.554 -10.975 10.023
H 5.129 -10.699 9.523
C 9.071 -17.097 9.399
C 9.298 -15.690 9.829
C 9.288 -14.722 8.654
O 10.288 -14.970 7.669
C 11.492 -14.320 7.815
N 8.462 -15.287 10.977
H 8.892 -17.824 10.191
H 10.027 -17.312 8.921
H 8.261 -17.185 8.675
H 10.321 -15.588 10.193
H 9.251 -13.673 8.949
H 8.356 -14.834 8.099
H 12.267 -14.730 7.168
H 12.011 -14.423 8.767
H 11.313 -13.293 7.499
H 8.581 -14.292 11.102
H 8.828 -15.715 11.816
C -2.904 -9.134 9.552
C -1.936 -9.320 8.409
C -2.555 -9.801 7.099
O -3.058 -11.142 7.289
C -2.171 -12.127 6.799
N -1.391 -7.993 8.306
H -3.587 -9.983 9.565
H -3.523 -8.243 9.450
H -2.394 -9.046 10.511
H -1.098 -9.957 8.695
H -1.852 -9.679 6.275
H -3.370 -9.167 6.750
H -2.096 -12.041 5.715
H -2.421 -13.134 7.134
H -1.170 -11.963 7.197
H -2.167 -7.415 8.018
H -1.239 -7.665 9.249
C 6.815 -6.928 8.249
C 5.946 -8.171 8.117
C 6.134 -9.035 6.905
O 5.705 -8.433 5.698
C 6.110 -9.150 4.499
N 6.239 -8.957 9.311
H 7.883 -7.142 8.300
H 6.448 -6.308 9.067
H 6.715 -6.364 7.321
H 4.898 -7.885 8.214
H 5.579 -9.961 7.055
H 7.194 -9.247 6.772
H 5.827 -10.202 4.544
H 7.183 -9.131 4.309
H 5.502 -8.798 3.666
H 6.136 -8.370 10.126
H 7.247 -9.019 9.277
C -3.348 -15.558 5.038
C -2.699 -16.572 5.964
C -1.264 -16.214 6.492
O -0.304 -16.240 5.424
C 0.907 -16.860 5.771
N -3.641 -16.867 7.009
H -3.519 -14.633 5.589
H -4.268 -15.978 4.631
H -2.643 -15.385 4.225
H -2.565 -17.500 5.409
H -0.990 -16.940 7.258
H -1.275 -15.249 6.998
H 1.525 -16.340 6.502
H 1.490 -17.031 4.865
H 0.819 -17.847 6.225
H -3.356 -17.729 7.451
H -4.584 -17.067 6.708
C 1.403 -11.688 12.396
C 1.022 -11.654 13.867
C -0.534 -11.701 14.002
O -1.124 -10.496 13.568
C -2.466 -10.561 13.172
N 1.719 -12.762 14.435
H 2.484 -11.764 12.280
H 1.176 -10.732 11.925
H 0.914 -12.449 11.788
H 1.467 -10.761 14.305
H -0.795 -11.748 15.059
H -1.072 -12.541 13.562
H -2.905 -9.568 13.072
H -3.101 -11.040 13.918
H -2.484 -11.133 12.245
H 1.517 -12.596 15.411
H 2.721 -12.656 14.363
C 10.459 -6.279 11.581
C 9.427 -7.387 11.360
C 9.889 -8.110 10.086
O 8.946 -9.132 9.702
C 9.410 -9.927 8.680
N 9.379 -8.185 12.535
H 11.501 -6.550 11.753
H 10.197 -5.657 12.437
H 10.464 -5.583 10.742
H 8.408 -7.044 11.180
H 10.891 -8.495 10.272
H 9.968 -7.413 9.252
H 9.827 -9.365 7.844
H 8.602 -10.561 8.315
H 10.231 -10.576 8.984
H 8.724 -8.952 12.491
H 10.247 -8.685 12.666
C 2.254 -9.480 7.800
C 2.485 -10.325 6.535
C 1.332 -11.113 6.076
O 1.729 -11.950 5.037
C 0.712 -12.919 4.797
N 2.927 -9.398 5.526
H 1.895 -10.154 8.578
H 1.464 -8.729 7.774
H 3.182 -8.961 8.043
H 3.228 -11.077 6.800
H 0.469 -10.505 5.804
H 1.029 -11.695 6.947
H -0.269 -12.516 4.544
H 0.574 -13.480 5.721
H 1.098 -13.751 4.208
H 3.113 -9.880 4.658
H 3.811 -8.977 5.776
C 3.415 -21.902 7.876
C 2.779 -20.523 7.624
C 2.754 -19.589 8.903
O 2.085 -18.329 8.715
C 2.154 -17.436 9.788
N 3.518 -19.758 6.662
H 4.449 -21.681 8.139
H 3.489 -22.565 7.014
H 2.950 -22.419 8.715
H 1.768 -20.639 7.234
H 3.787 -19.434 9.215
H 2.189 -20.127 9.664
H 3.158 -17.103 10.052
H 1.698 -17.871 10.678
H 1.574 -16.580 9.443
H 2.998 -18.893 6.618
H 4.416 -19.501 7.048
C 7.242 -12.908 5.902
C 7.196 -13.056 4.357
C 8.393 -12.444 3.560
O 9.533 -13.216 3.915
C 10.723 -12.805 3.240
N 6.990 -14.495 4.138
H 8.179 -13.337 6.256
H 6.335 -13.254 6.399
H 7.335 -11.824 5.960
H 6.307 -12.522 4.021
H 8.516 -11.360 3.565
H 8.088 -12.667 2.538
H 11.053 -11.872 3.698
H 10.600 -12.651 2.168
H 11.494 -13.530 3.499
H 7.851 -14.942 4.416
H 6.252 -14.860 4.723
C 9.461 -13.345 13.480
C 9.691 -12.320 12.339
C 11.113 -12.358 11.593
O 12.223 -12.042 12.481
C 13.504 -12.205 11.878
N 8.616 -12.574 11.394
H 10.207 -13.241 14.268
H 9.491 -14.339 13.033
H 8.502 -13.156 13.961
H 9.558 -11.324 12.763
H 11.018 -11.642 10.777
H 11.103 -13.324 11.089
H 13.540 -11.646 10.942
H 13.760 -13.246 11.685
H 14.244 -11.799 12.568
H 7.760 -12.280 11.843
H 8.676 -11.884 10.659


[2]
Molecular formula: C5H7N
Method: DFT, ωB97M-V/def2-TZVPD

Results
Lowest unoccupied orbital energy, eV: 0.86
Net charge: 0

Positions of all 13 atoms, in Å:
C -1.004 -2.132 -1.489
C -0.816 -1.397 -0.558
C -0.569 -0.547 0.611
N 0.285 0.629 0.312
C 1.532 0.359 -0.060
C -0.186 1.869 0.504
H -1.149 -2.777 -2.330
H -1.496 -0.205 1.078
H -0.020 -1.126 1.362
H 2.090 1.151 -0.538
H 1.981 -0.576 0.244
H -1.219 2.113 0.282
H 0.571 2.639 0.583


[3]
Molecular formula: C44H88O11
Method: DFT, ωB97M-V/def2-TZVPD

Results
Lowest unoccupied orbital energy, eV: 0.39
Structure (SMILES): C1CCOC1.C1CCOC1.C1CCOC1.C1CCOC1.C1CCOC1.C1CCOC1.C1CCOC1.C1CCOC1.C1CCOC1.C1CCOC1.C1CCOC1
Net charge: 0

Positions of all 143 atoms, in Å:
C -4.361 -0.807 -1.041
C -5.704 -0.402 -1.623
C -5.902 -1.353 -2.800
O -4.600 -1.775 -3.189
C -3.611 -1.276 -2.299
H -4.521 -1.643 -0.356
H -3.841 0.010 -0.543
H -5.621 0.630 -1.981
H -6.553 -0.422 -0.940
H -6.450 -0.876 -3.611
H -6.432 -2.250 -2.460
H -3.191 -0.363 -2.740
H -2.848 -2.018 -2.084
C -4.871 1.119 4.905
C -4.582 -0.014 3.931
C -4.036 0.683 2.687
O -3.260 1.747 3.281
C -3.844 2.195 4.493
H -4.773 0.812 5.944
H -5.880 1.502 4.751
H -5.456 -0.635 3.719
H -3.819 -0.688 4.327
H -4.838 1.112 2.078
H -3.299 0.107 2.136
H -4.355 3.149 4.336
H -3.037 2.307 5.216
C 0.280 -1.049 0.037
C -0.728 -0.484 1.054
C -0.805 1.015 0.737
O 0.355 1.303 -0.009
C 1.125 0.156 -0.372
H -0.198 -1.583 -0.784
H 0.909 -1.812 0.508
H -0.432 -0.676 2.086
H -1.651 -1.047 0.885
H -0.906 1.625 1.636
H -1.701 1.212 0.130
H 2.066 0.226 0.174
H 1.227 0.216 -1.454
C 0.050 3.413 -3.831
C -0.172 2.435 -5.007
C -0.939 1.254 -4.378
O -0.921 1.426 -2.978
C -0.758 2.839 -2.673
H -0.336 4.404 -4.076
H 1.113 3.498 -3.617
H 0.770 2.123 -5.451
H -0.811 2.881 -5.768
H -0.463 0.300 -4.615
H -1.970 1.195 -4.749
H -0.182 2.798 -1.752
H -1.766 3.245 -2.588
C 4.926 -1.605 1.857
C 4.908 -0.425 0.905
C 6.330 0.108 1.096
O 6.657 -0.166 2.468
C 5.613 -0.964 3.042
H 5.408 -2.497 1.457
H 3.916 -1.912 2.153
H 4.213 0.327 1.291
H 4.637 -0.658 -0.124
H 6.358 1.178 0.910
H 7.068 -0.402 0.471
H 4.912 -0.308 3.571
H 6.047 -1.656 3.763
C 3.396 -2.268 -3.607
C 2.641 -0.938 -3.752
C 3.430 -0.235 -4.833
O 4.791 -0.604 -4.602
C 4.843 -1.830 -3.845
H 3.027 -3.003 -4.320
H 3.227 -2.625 -2.591
H 2.726 -0.312 -2.863
H 1.582 -1.090 -3.962
H 3.339 0.854 -4.795
H 3.176 -0.522 -5.863
H 5.336 -1.649 -2.891
H 5.360 -2.531 -4.498
C 4.412 3.022 -0.442
C 4.210 2.049 -1.627
C 5.633 1.840 -2.162
O 6.547 2.353 -1.205
C 5.866 3.435 -0.571
H 4.246 2.468 0.481
H 3.761 3.894 -0.460
H 3.562 2.430 -2.416
H 3.780 1.129 -1.236
H 5.786 2.385 -3.103
H 5.880 0.799 -2.373
H 5.985 4.315 -1.222
H 6.336 3.692 0.377
C -5.100 3.274 -0.640
C -4.648 4.387 -1.591
C -4.760 5.619 -0.707
O -4.276 5.178 0.542
C -4.579 3.791 0.709
H -4.682 2.341 -1.006
H -6.189 3.319 -0.670
H -5.235 4.470 -2.507
H -3.593 4.332 -1.870
H -5.816 5.930 -0.618
H -4.222 6.489 -1.077
H -5.321 3.732 1.513
H -3.687 3.252 1.035
C -2.636 -5.082 1.316
C -4.135 -5.214 1.586
C -4.822 -4.561 0.367
O -3.784 -3.989 -0.410
C -2.591 -4.716 -0.162
H -2.037 -5.945 1.601
H -2.212 -4.240 1.872
H -4.448 -4.743 2.520
H -4.465 -6.247 1.721
H -5.493 -3.763 0.688
H -5.383 -5.286 -0.229
H -1.802 -4.034 -0.482
H -2.505 -5.593 -0.821
C 2.301 1.693 5.393
C 1.126 2.009 4.439
C 1.732 2.944 3.363
O 3.124 3.038 3.643
C 3.307 2.778 5.026
H 2.679 0.707 5.124
H 2.000 1.776 6.434
H 0.359 2.553 4.998
H 0.611 1.149 4.016
H 1.245 3.921 3.418
H 1.622 2.494 2.377
H 3.089 3.709 5.569
H 4.342 2.500 5.211
C 0.899 -5.332 -0.038
C 1.788 -5.585 1.171
C 2.592 -4.278 1.240
O 2.632 -3.765 -0.086
C 1.863 -4.579 -0.952
H 0.127 -4.619 0.257
H 0.461 -6.183 -0.554
H 2.453 -6.446 1.090
H 1.166 -5.760 2.051
H 3.598 -4.400 1.641
H 2.060 -3.574 1.892
H 2.529 -5.307 -1.437
H 1.378 -3.979 -1.721


[4]
Molecular formula: C5H14NO2
Method: DFT, ωB97M-V/def2-TZVPD

Results
Lowest unoccupied orbital energy, eV: 4.11
Net charge: -1

Positions of all 22 atoms, in Å:
C 1.351 -1.517 0.310
N 1.309 -0.047 0.432
C 1.250 0.645 -0.852
C 0.168 1.755 -0.985
C -1.314 1.315 -0.859
O -1.609 0.346 0.053
C 0.001 -2.150 0.145
H 2.021 -1.821 -0.498
H 1.841 -1.876 1.228
H 0.436 0.183 0.887
H 2.188 1.216 -0.951
H 1.224 -0.008 -1.739
H 0.420 2.574 -0.291
H 0.368 2.138 -1.994
H -1.826 2.267 -0.527
H -1.616 1.017 -1.882
H -0.676 -1.523 -0.487
H -0.044 -3.169 -0.252
H -0.659 -2.155 1.013
H -1.047 -0.103 2.088
H -2.149 0.790 2.340
O -1.636 0.124 2.824


[5]
Molecular formula: C4H5N3O
Method: DFT, ωB97M-V/def2-TZVPD

Results
Lowest unoccupied orbital energy, eV: 0.75
Net charge: 0

Positions of all 13 atoms, in Å:
C 0.414 -1.206 1.196
C -0.927 -0.577 0.583
C 0.111 1.748 -1.470
C 0.987 0.064 -0.524
H 0.809 -0.136 1.924
H 0.427 -2.302 1.732
H -1.766 -0.743 1.398
H -1.199 -1.058 -0.563
H -0.076 2.491 -2.112
N -0.185 0.536 0.223
N -0.910 1.479 -0.682
N 1.226 -1.163 -0.105
O 1.088 0.868 -1.601


no.,DFT total energy (a.u.),gap between HOMO and LUMO (eV),molecular weight (Da)
1,-4623.52639,8.53,1426.2
2,-249.30268,7.75,81.1
3,-2556.73977,9.49,793.2
4,-404.11827,7.13,120.2
5,-394.72321,9.76,111.1